[1]
Below is one molecule with the formula C4H6O2, with properties calculated with ωB97M-V/def2-TZVPD.

Output
charge = 0
E_HOMO = -0.3514 Ha
energy above the lowest of the compared OMol25 structures with the same formula, charge and spin = 38.3 kcal per mole
SMILES = O=C1CCOC1

Last column: Mulliken charge in e.
CARTESIAN COORDINATES (ANGSTROEM)
O: 0.832436 1.965314 0.890877  -0.568
C: 0.412633 1.022670 0.264900  0.589
C: -1.003264 0.667780 -0.124242  -0.592
C: -0.773241 -1.018554 -0.036432  -0.394
O: 0.463186 -1.104884 -0.705038  -0.357
C: 1.286743 -0.160370 -0.063465  -0.357
H: -1.216905 0.717661 -1.188805  0.249
H: -1.677628 1.426500 0.346162  0.340
H: -0.663165 -1.386429 0.998630  0.269
H: -1.438993 -1.723360 -0.572688  0.265
H: 2.113851 0.137436 -0.705130  0.304
H: 1.664349 -0.543761 0.895235  0.253

Atoms 1-6, force components in eV/Å:
-0.57 0.08 -0.34
0.26 -0.09 0.02
-0.01 -1.06 -0.06
-0.56 0.96 0.26
0.04 0.06 0.10
0.42 -0.02 0.01

=====

[2]
Below is C17H23N2O8RuS2Si as an isolated structure, with properties calculated with ωB97M-V/def2-TZVPD.

Output
2S+1 = 2
charge = 0
E_HOMO (spin up / spin down) = -0.3192 / -0.3196 Ha
energy above the lowest of the compared OMol25 structures with the same formula, charge and spin = 74.2 kcal per mole

Last column: Löwdin spin population.
CARTESIAN COORDINATES (ANGSTROEM)
Ru: -0.214126 0.065873 -0.206614  0.867
O: -1.850856 1.661614 -0.730637  0.007
S: -1.669748 2.314471 0.588939  0.003
O: -2.927867 2.750635 1.141183  0.008
O: -0.879261 1.476211 1.491448  0.058
C: -0.702606 3.803457 0.327961  -0.001
C: -1.289365 4.985782 0.751202  0.001
C: -0.606296 6.184914 0.635498  0.000
C: 0.662430 6.196213 0.075026  0.001
C: 1.244689 5.011782 -0.349348  0.001
C: 0.568488 3.809131 -0.210682  -0.001
S: 1.454724 2.317563 -0.698498  0.002
O: 0.672922 1.652047 -1.760812  0.034
O: 2.750296 2.756497 -1.162867  0.016
O: 1.540535 1.443958 0.472640  0.057
H: -2.276691 4.928161 1.181131  0.000
H: -1.058646 7.103365 0.977802  0.000
H: 1.197913 7.126626 -0.030115  0.000
H: 2.231453 4.990534 -0.784676  0.000
C: -4.290874 -0.072446 0.180989  -0.001
C: -3.078733 -0.951703 0.187244  -0.006
O: -2.136980 -0.807860 0.963611  -0.017
N: -3.099679 -1.984765 -0.689439  -0.005
C: -1.960135 -2.861017 -0.842042  0.000
C: -1.137710 -2.497360 -2.050279  -0.004
C: -0.807104 -3.444394 -3.006656  -0.001
C: -0.046831 -3.064407 -4.100085  0.001
C: 0.315942 -1.732871 -4.218222  -0.001
C: -0.080314 -0.838921 -3.233553  0.000
N: -0.773508 -1.218223 -2.166115  -0.028
H: -4.014820 0.830398 -0.366106  0.000
H: -4.525675 0.242972 1.193835  0.000
H: -5.145837 -0.553477 -0.286853  0.000
H: -3.786272 -1.985964 -1.429567  0.000
H: -2.308258 -3.896122 -0.903736  0.000
H: -1.330795 -2.732922 0.053048  0.001
H: -1.143370 -4.461084 -2.882355  0.000
H: 0.234717 -3.789865 -4.848519  0.000
H: 0.898124 -1.388056 -5.057655  0.000
H: 0.161875 0.216722 -3.283392  0.000
C: 3.879360 -2.931156 -0.413941  -0.004
Si: 2.943190 -1.242552 -0.669654  0.001
C: 4.034335 -0.101986 0.458247  0.001
C: 3.280788 -0.643414 -2.464371  0.001
O: 1.431850 -1.437879 -0.293259  0.012
H: 4.935502 -2.799960 -0.618233  0.000
H: 3.487799 -3.683330 -1.087425  0.000
H: 3.762251 -3.277031 0.606962  0.000
H: 5.087865 -0.294918 0.293637  0.000
H: 3.779294 -0.273640 1.495616  0.000
H: 3.796534 0.922533 0.207451  0.000
H: 4.347648 -0.587086 -2.667025  0.000
H: 2.861092 0.352166 -2.581448  0.000
H: 2.830559 -1.296308 -3.207026  0.000

Atoms 1-6, force components in eV/Å:
0.98 -0.23 -2.25
1.25 -1.47 0.35
-1.66 2.07 0.72
0.45 -0.15 -0.13
0.65 -0.97 -0.48
-0.64 -0.35 0.20

=====

[3]
Below is one molecule with the formula C4H5N3O, with properties calculated with ωB97M-V/def2-TZVPD.

Output
charge = 0
E_HOMO = -0.3278 Ha
energy above the lowest of the compared OMol25 structures with the same formula, charge and spin = 62.2 kcal per mole
SMILES = Nn1ccc(=O)cn1

Last column: Mulliken charge in e.
CARTESIAN COORDINATES (ANGSTROEM)
N: 2.654548 0.011788 -0.010524  -0.755
N: 1.244545 -0.010216 -0.016333  0.737
C: 0.612023 1.185355 0.010637  0.097
C: -0.741866 1.244990 -0.032302  -0.665
C: -1.533915 0.023969 -0.017379  0.567
O: -2.760660 -0.072203 0.018975  -0.639
C: -0.686027 -1.198285 -0.002015  -0.119
N: 0.604891 -1.169338 -0.007972  -0.902
H: 3.001943 -0.601772 -0.725180  0.277
H: 2.937958 -0.273615 0.907970  0.249
H: 1.213575 2.092075 0.056140  0.389
H: -1.300806 2.166453 0.002109  0.361
H: -1.196569 -2.167327 0.097312  0.401

Atoms 1-6, force components in eV/Å:
-0.89 0.42 0.15
0.36 0.76 -0.25
-0.78 0.47 -0.25
-0.55 -0.42 0.23
-0.13 -0.71 0.09
0.72 0.40 -0.09

=====

[4]
Below is C5H7F as an isolated structure, with properties calculated with ωB97M-V/def2-TZVPD.

Output
charge = 0
E_HOMO = -0.3515 Ha
energy above the lowest of the compared OMol25 structures with the same formula, charge and spin = 102.6 kcal per mole

Last column: Mulliken charge in e.
CARTESIAN COORDINATES (ANGSTROEM)
C: 0.887732 0.113205 -0.572278  0.279
C: 1.824972 1.020972 -0.718651  -0.725
C: 0.397952 -0.311035 0.674753  -0.297
C: -1.298051 -0.260933 0.704237  -0.100
C: -2.231152 -0.055403 1.703869  -0.644
H: 2.420774 1.232695 -1.749195  0.221
H: 2.261446 1.522170 0.145878  0.260
H: 0.560934 -1.305569 0.711372  0.319
H: 0.565756 0.178734 1.694794  0.316
H: -1.518309 -0.004648 -0.726290  0.146
H: -3.257122 -0.110733 1.423255  0.303
H: -2.010055 -0.344201 2.996628  0.193
F: 0.387539 -0.467698 -1.694226  -0.271

Atoms 1-6, force components in eV/Å:
1.58 2.39 -2.11
2.74 1.09 -2.44
-6.13 1.43 4.04
0.46 2.22 -3.04
3.33 -2.60 1.40
-1.96 -0.55 2.49

=====

[5]
Below is C31H37Cl2NO4PS3Se2Y as an isolated structure, with properties calculated with ωB97M-V/def2-TZVPD.

Output
charge = -2
E_HOMO = -0.0464 Ha
energy above the lowest of the compared OMol25 structures with the same formula, charge and spin = 25.5 kcal per mole

Last column: Mulliken charge in e.
CARTESIAN COORDINATES (ANGSTROEM)
Y: 0.066402 0.100381 -0.596444  -0.964
C: -3.731293 3.171337 -1.775779  -0.908
C: -4.518701 2.126699 -2.574727  -0.749
S: -3.533978 0.683698 -3.088875  -0.043
C: -4.549636 -0.668847 -2.445489  -0.717
C: -4.757783 -0.714125 -0.934555  -1.064
S: -3.219924 -0.721083 0.038408  0.543
C: -3.633683 0.534236 1.271996  -0.431
C: -3.936707 1.941074 0.738273  -1.206
S: -2.687505 2.567185 -0.427228  0.235
H: -4.425597 3.921958 -1.385818  0.437
H: -3.010786 3.675353 -2.423449  0.348
H: -4.915303 2.589695 -3.480972  0.519
H: -5.365465 1.756773 -1.993587  0.291
H: -4.017380 -1.564776 -2.770965  0.294
H: -5.520647 -0.649512 -2.947708  0.498
H: -5.299965 -1.631316 -0.693820  0.502
H: -5.363957 0.127308 -0.599515  0.400
H: -2.746942 0.550551 1.906888  -0.326
H: -4.478989 0.180727 1.868006  0.638
H: -3.967970 2.625613 1.589208  0.578
H: -4.910401 1.972238 0.245650  0.517
O: -0.457549 3.474872 2.205767  -0.760
C: -0.274489 2.268259 2.135325  0.034
O: -0.548993 1.524512 1.100476  0.636
C: 0.312750 1.498544 3.323659  -1.094
P: 0.358865 -0.285236 2.783682  0.975
C: 1.964746 -0.182874 1.839148  -0.010
C: 2.693916 -1.369210 1.679659  -0.702
C: 3.942249 -1.367634 1.092982  -0.456
C: 4.498846 -0.178278 0.628635  -0.643
C: 3.781370 0.993960 0.740131  -0.226
C: 2.515797 0.994426 1.332393  0.118
C: 1.066377 -0.861849 4.434592  0.493
C: 2.395161 -1.048515 4.812955  -0.350
C: 2.728819 -1.457293 6.101570  -0.644
C: 1.742762 -1.684957 7.050273  -0.409
C: 0.410096 -1.503628 6.693984  -0.650
C: 0.085314 -1.110288 5.404425  -0.540
H: -0.365547 1.590625 4.173412  0.540
H: 1.270080 1.929804 3.618958  0.465
H: 2.258549 -2.300579 2.023584  0.286
H: 4.478950 -2.300561 0.969855  0.396
H: 5.472918 -0.179371 0.154042  0.272
H: 4.195279 1.923759 0.367600  0.293
H: 1.999201 1.939619 1.435608  0.280
H: 3.190562 -0.871711 4.098660  0.263
H: 3.772546 -1.590687 6.365182  0.379
H: 2.006606 -2.009101 8.050487  0.351
H: -0.375472 -1.680322 7.420893  0.355
H: -0.957563 -1.002679 5.116575  0.296
O: 3.298972 3.547618 -5.071725  -0.604
C: 3.792371 2.433167 -4.334836  -1.097
C: 2.701511 1.542376 -3.718821  2.366
C: 1.819073 1.000688 -4.847579  -1.179
O: 1.063806 2.025346 -5.511791  -0.714
C: 3.419659 0.364133 -3.056932  -1.753
Se: 2.301738 -0.949684 -2.098402  -0.296
C: 1.927033 2.377440 -2.679190  -1.018
Se: -0.027411 2.085131 -2.504961  -0.450
H: 2.448351 3.262609 -5.447684  0.482
H: 4.428687 2.829756 -3.537270  0.411
H: 4.423928 1.807634 -4.981951  0.383
H: 1.157612 0.237579 -4.438738  0.244
H: 2.457626 0.538272 -5.606732  0.537
H: 0.367295 2.261119 -4.866651  0.305
H: 4.163068 0.744216 -2.349931  0.397
H: 3.945187 -0.213807 -3.820816  0.446
H: 2.035123 3.436392 -2.899810  0.476
H: 2.364698 2.195335 -1.695611  -0.073
Cl: -0.257316 -3.779845 2.668588  -0.241
C: -0.755779 -3.976512 1.001699  0.270
C: -1.207823 -5.219521 0.611246  -0.547
C: -1.642952 -5.455254 -0.694283  -0.493
C: -1.609124 -4.391625 -1.589808  -0.663
C: -1.153212 -3.161372 -1.174897  0.717
Cl: -1.112969 -1.839181 -2.332894  -0.171
C: -0.649665 -2.820249 0.132034  -1.032
N: -0.196427 -1.635151 0.445045  0.882
H: -1.219540 -6.019788 1.342809  0.364
H: -1.989645 -6.435200 -0.996608  0.329
H: -1.929808 -4.520392 -2.617507  0.379

Atoms 1-6, force components in eV/Å:
0.46 0.98 0.19
-0.02 -0.22 0.10
0.12 -0.10 -0.03
-0.02 0.06 0.00
0.10 0.08 0.00
0.13 -0.02 0.04

=====

[6]
Below is C11H12N2O4ReSe2Te2 as an isolated structure, with properties calculated with ωB97M-V/def2-TZVPD.

Output
2S+1 = 4
charge = 0
E_HOMO (spin up / spin down) = -0.2818 / -0.2851 Ha
energy above the lowest of the compared OMol25 structures with the same formula, charge and spin = 0.0 kcal per mole

Last column: Löwdin spin population.
CARTESIAN COORDINATES (ANGSTROEM)
Re: -0.165897 0.010820 0.154831  2.152
O: 4.155596 3.968951 -0.572571  0.000
C: 4.678245 2.787298 -0.279943  0.000
O: 5.861091 2.599906 -0.178835  0.000
C: 3.727628 1.652366 -0.085782  0.005
C: 4.130820 0.364279 0.218218  0.025
N: 3.028787 -0.391213 0.324469  0.005
N: 1.933598 0.337603 0.111006  0.007
C: 2.332204 1.577234 -0.133724  0.025
C: 1.228976 2.547185 -0.396977  0.014
O: 1.469897 3.711114 -0.636750  0.022
O: 0.039827 2.005722 -0.343351  0.072
H: 3.170656 3.944069 -0.640065  0.000
H: 5.124359 -0.027685 0.354358  0.001
H: 2.928652 -1.371737 0.550171  0.001
Se: -2.535937 0.250515 -0.260102  0.128
Te: -3.648225 -2.000493 0.009643  0.117
Te: -1.643098 -3.291995 1.299399  0.077
Se: 0.148598 -2.406693 -0.230588  0.100
C: -0.786507 -1.469135 5.248809  0.011
C: -0.054619 -0.194312 4.809640  0.028
C: -0.784365 1.041564 5.354798  0.010
C: 1.390265 -0.214017 5.326104  0.008
C: -0.046335 -0.133493 3.339519  0.196
C: -0.083907 -0.130940 2.124113  -0.010
H: -0.792531 -1.530148 6.338989  0.002
H: -0.292157 -2.357401 4.853254  0.000
H: -1.817684 -1.464671 4.894246  0.000
H: -0.817158 0.998221 6.445349  0.001
H: -1.805717 1.084710 4.976427  0.000
H: -0.270256 1.956495 5.059141  0.000
H: 1.391766 -0.281232 6.415750  0.001
H: 1.917950 0.695039 5.035522  0.000
H: 1.932393 -1.071828 4.925939  0.000

Atoms 1-6, force components in eV/Å:
-0.27 -0.13 0.55
0.13 -0.09 0.01
-0.05 0.03 -0.11
0.03 0.03 0.04
0.09 0.02 0.08
0.02 0.01 -0.02

=====

Look up the charge of the second one.
0